i:
Computed, not measured: an isolated molecule of C18H22O6, with wB97M-V/def2-TZVPD.

XYZ file:
```
46
C18H22O6, DFT wB97M-V/def2-TZVPD
C -3.39 -2.23 -2.87
C -2.70 -1.04 -2.50
O -3.14 0.17 -2.76
C -2.08 1.03 -2.52
O -1.95 2.21 -2.79
C -1.00 0.35 -1.87
C -1.45 -0.91 -1.79
O -0.82 -2.00 -1.20
C 0.22 -1.90 -0.16
C 1.51 -1.18 -0.66
C 1.88 -1.74 -2.09
C 1.40 0.41 -0.55
C 2.83 1.03 -0.94
C 0.27 0.92 -1.56
O 0.73 1.83 -2.36
C 0.96 0.75 0.93
C 0.59 2.28 1.15
C 0.51 2.66 2.59
C -0.54 1.74 3.22
C -0.45 0.16 3.00
C -0.27 -0.09 1.46
O -1.50 0.41 0.90
C -0.16 -1.56 1.28
O -1.36 -2.31 1.56
H -2.81 -3.14 -2.68
H -4.37 -2.13 -3.13
H 0.64 -2.91 -0.04
H 2.39 -1.33 -0.01
H 2.79 -1.39 -2.50
H 1.13 -1.48 -2.84
H 1.85 -2.88 -2.09
H 3.12 1.17 -2.03
H 3.71 0.68 -0.46
H 2.79 2.12 -0.62
H 1.87 0.53 1.56
H 1.42 2.76 0.67
H -0.30 2.57 0.56
H 0.19 3.76 2.59
H 1.47 2.50 3.05
H -1.58 2.10 2.88
H -0.52 1.94 4.21
H -1.36 -0.44 3.23
H 0.45 -0.21 3.63
H -2.25 -0.05 1.33
H 0.63 -1.92 1.99
H -1.33 -3.24 1.25
```

Properties
**Structure (SMILES)**: C=C1OC(=O)C2=C1O[C@H]1[C@@H](C)[C@@](C)(C2=O)[C@H]2CCCC[C@]2(O)[C@H]1O
**Frontier orbital gap**: 8.37 eV



ii:
Computed, not measured: an isolated molecule of C18H22O6, with wB97M-V/def2-TZVPD.

XYZ file:
```
46
C18H22O6, DFT wB97M-V/def2-TZVPD
C 0.97 -4.34 3.30
C 0.71 -3.84 1.87
C -0.49 -2.99 1.56
C -1.57 -3.78 0.92
C -0.05 -1.83 0.52
O -0.10 -1.99 -0.71
C 0.22 -0.36 1.06
C 1.39 -0.35 2.07
O 1.42 -1.04 3.02
O 2.35 0.52 1.67
C 1.77 1.50 0.76
C 1.32 2.70 1.64
C 2.55 2.08 -0.52
O 3.74 1.93 -0.63
C 1.83 2.81 -1.49
C 0.42 2.51 -1.74
C -0.20 2.92 -2.92
C -1.52 2.48 -3.17
C -2.20 3.21 -4.33
O -2.23 1.45 -2.54
C -1.47 0.70 -1.54
O -2.53 0.25 -0.62
C -0.36 1.53 -0.81
C 0.70 0.66 0.01
H 1.72 -5.11 3.36
H 1.27 -3.64 4.02
H 0.06 -4.78 3.78
H 1.66 -3.32 1.62
H 0.67 -4.85 1.33
H -0.86 -2.48 2.49
H -2.50 -3.20 0.82
H -1.92 -4.68 1.43
H -1.29 -4.03 -0.17
H -0.73 -0.15 1.48
H 0.51 3.20 1.16
H 0.86 2.37 2.57
H 2.08 3.48 1.82
H 2.48 3.43 -2.05
H 0.20 3.58 -3.66
H -1.52 3.74 -4.94
H -2.90 4.00 -3.93
H -2.80 2.53 -4.99
H -1.00 -0.21 -2.09
H -2.98 1.04 -0.53
H -0.87 2.21 -0.20
H 1.21 0.11 -0.73
```

Properties
**Structure (SMILES)**: CC[C@H](C)C(=O)[C@H]1C(=O)O[C@@]2(C)C(=O)C=C3C=C(C)O[C@H](O)[C@H]3[C@H]12
**Frontier orbital gap**: 7.89 eV



Most stable = ii



i:
Computed, not measured: a 2-piece molecular cluster, C10H12N2 overall, with wB97M-V/def2-TZVPD.

XYZ file:
```
24
C10H12N2, DFT wB97M-V/def2-TZVPD
C 3.07 0.71 -1.20
C 1.83 1.00 -0.82
C 2.66 -0.85 0.11
C -1.94 0.46 -0.94
C -2.80 0.08 0.13
C -1.09 -0.54 -1.22
C -2.34 -1.17 0.53
C -1.16 -1.53 -0.13
C -0.38 1.02 1.38
C 0.44 -0.18 1.00
N 3.55 -0.42 -0.62
N 1.54 0.01 0.12
H 3.58 1.13 -2.04
H 1.08 1.83 -1.18
H 2.94 -1.73 0.73
H -1.91 1.40 -1.55
H -3.69 0.70 0.43
H -0.31 -0.48 -1.96
H -2.84 -1.69 1.31
H -0.81 -2.61 -0.12
H -1.51 0.87 1.09
H -0.02 1.85 0.83
H -0.27 1.12 2.46
H 0.41 -0.98 1.69
```

Properties
**Frontier orbital gap (alpha / beta)**: 7.69 / 7.70 eV



ii:
Computed, not measured: C10H12N2 as an isolated structure, with wB97M-V/def2-TZVPD.

XYZ file:
```
24
C10H12N2, DFT wB97M-V/def2-TZVPD
C 1.52 1.50 2.94
C 0.52 1.55 1.89
C 0.95 2.48 0.59
C 0.22 0.54 -0.08
C -0.35 -0.59 -0.95
C -0.01 -1.86 -0.79
C -0.52 -3.00 -1.53
C -1.40 -2.69 -2.54
C -1.99 -1.36 -2.59
C -1.37 -0.41 -1.93
H 1.10 0.90 3.85
H 1.84 2.72 3.49
H 2.74 1.26 2.55
H -0.45 2.15 2.45
H 0.32 3.63 0.66
H 1.80 2.22 0.64
H -0.14 -0.39 1.42
H 0.85 -2.12 -0.26
H 0.14 -4.22 -1.62
H -1.98 -3.39 -3.27
H -2.89 -1.21 -3.49
H -1.75 0.47 -2.08
N 0.50 1.57 -0.63
N 0.37 0.26 1.26
```

Properties
**Frontier orbital gap**: 10.06 eV



Most stable = i



i:
Computed, not measured: C4H8ClFN3 as an isolated structure, with wB97M-V/def2-TZVPD.

XYZ file:
```
17
C4H8ClFN3, DFT wB97M-V/def2-TZVPD
C 0.18 -1.39 -0.45
C -0.64 -0.58 0.74
C -0.10 0.81 0.75
C -0.81 1.99 0.21
N 1.01 -0.67 -1.10
N -0.04 -2.64 -0.75
N 1.26 0.59 -0.67
F -0.52 -1.29 1.87
Cl 2.99 0.97 -0.08
H -1.73 -0.79 0.39
H 0.49 1.09 1.55
H -0.16 2.85 0.22
H -1.56 2.33 1.04
H -1.24 2.03 -0.78
H -0.71 -3.29 -0.38
H 0.60 -3.29 -1.16
H 0.99 1.30 -1.39
```

Properties
**Charge**: +1
**Frontier orbital gap**: 9.38 eV



ii:
Computed, not measured: an isolated ion of composition C4H8ClFN3 and charge +1, with wB97M-V/def2-TZVPD.

XYZ file:
```
17
C4H8ClFN3, DFT wB97M-V/def2-TZVPD
C -0.15 1.41 0.26
C -0.50 0.04 0.65
C 0.25 -0.90 -0.48
C 0.21 -2.35 -0.01
N 0.97 1.88 0.59
N -1.00 2.08 -0.50
N 1.46 -0.38 -0.74
F -1.93 -0.33 0.52
Cl 2.21 0.28 0.40
H -0.31 -0.17 1.70
H -0.32 -1.05 -1.41
H 0.99 -2.44 0.87
H 0.39 -3.03 -0.85
H -0.79 -2.59 0.42
H 1.33 2.69 0.02
H -0.85 3.08 -0.81
H -1.94 1.78 -0.67
```

Properties
**Charge**: +1
**Frontier orbital gap (alpha / beta)**: 7.83 / 7.83 eV



Most stable = i